Entry 1:
{
  "formula": "C31H90O14",
  "method": "the ωB97M-V functional and the def2-TZVPD basis",
  "species": ["C", "C", "C", "O", "H", "H", "H", "H", "H", "H", "H", "H", "C", "C", "C", "O", "H", "H", "H", "H", "H", "H", "H", "H", "C", "C", "C", "O", "H", "H", "H", "H", "H", "H", "H", "H", "C", "C", "O", "H", "H", "H", "H", "H", "H", "C", "C", "O", "H", "H", "H", "H", "H", "H", "C", "C", "O", "H", "H", "H", "H", "H", "H", "C", "C", "O", "H", "H", "H", "H", "H", "H", "C", "C", "O", "H", "H", "H", "H", "H", "H", "C", "C", "O", "H", "H", "H", "H", "H", "H", "C", "C", "O", "H", "H", "H", "H", "H", "H", "C", "C", "O", "H", "H", "H", "H", "H", "H", "C", "C", "O", "H", "H", "H", "H", "H", "H", "C", "C", "O", "H", "H", "H", "H", "H", "H", "C", "C", "O", "H", "H", "H", "H", "H", "H"],
  "positions_angstrom": [[-25.2968, -8.0771, 0.0004], [-23.8120, -7.7458, 0.0617], [-23.3432, -7.2816, -1.3214], [-23.5764, -6.5962, 0.9705], [-25.7173, -8.3162, 0.9697], [-25.3324, -8.9986, -0.6669], [-25.8434, -7.3001, -0.4378], [-23.2814, -8.6280, 0.3951], [-22.3443, -6.9506, -1.1358], [-24.0255, -6.5365, -1.6599], [-23.2945, -8.1842, -1.9676], [-23.5121, -6.9214, 1.8537], [-22.3658, -1.1710, -8.8057], [-23.0842, -1.6762, -7.5447], [-24.4636, -2.2997, -7.8276], [-22.1812, -2.6922, -6.9085], [-22.3856, -0.0940, -8.8691], [-22.7065, -1.7106, -9.6501], [-21.3016, -1.4889, -8.6827], [-23.2423, -0.9004, -6.8583], [-24.3651, -3.1529, -8.6330], [-25.1492, -1.5196, -8.1657], [-24.9314, -2.6095, -6.8682], [-22.6120, -2.8090, -6.0302], [-14.1343, 0.6375, -4.4330], [-14.7374, 0.6492, -3.0725], [-15.7350, 1.7744, -3.0671], [-15.3705, -0.6245, -2.7927], [-13.4282, 1.4496, -4.5287], [-14.8304, 0.5058, -5.2351], [-13.6007, -0.2807, -4.6159], [-14.0143, 0.8780, -2.2962], [-16.5189, 1.5690, -3.8565], [-15.2158, 2.7213, -3.2699], [-16.3020, 1.8676, -2.1541], [-16.2543, -0.6422, -2.3827], [-19.9661, -7.1591, -4.3207], [-18.5948, -7.0264, -3.6831], [-18.6965, -6.2485, -2.4965], [-20.6413, -7.6098, -3.6655], [-19.9717, -7.7304, -5.2535], [-20.4428, -6.1663, -4.4866], [-17.7256, -6.5432, -4.2674], [-18.1774, -8.0067, -3.3515], [-18.0414, -6.5097, -1.8239], [-15.5496, -1.6021, -8.2033], [-16.2380, -1.1238, -7.0034], [-17.3582, -1.8735, -6.5165], [-14.6916, -0.9621, -8.4741], [-16.2037, -1.6355, -9.1374], [-15.1318, -2.5603, -8.1664], [-16.6266, -0.1052, -7.0685], [-15.4878, -1.1436, -6.1792], [-18.0212, -2.2135, -7.2109], [-22.4585, -2.8150, 2.5930], [-22.1749, -3.1551, 1.1329], [-23.3567, -3.6282, 0.5077], [-23.3535, -2.2631, 2.6079], [-21.7510, -2.2113, 3.1621], [-22.5327, -3.7060, 3.2146], [-21.4355, -3.9490, 1.1342], [-21.7819, -2.3473, 0.5036], [-23.4573, -4.5642, 0.6792], [-25.6108, -1.4149, -0.5516], [-24.4841, -1.3552, -1.5611], [-24.0271, -2.6450, -1.9780], [-25.9331, -0.3495, -0.2813], [-25.4334, -2.0324, 0.3427], [-26.4752, -1.8706, -1.0271], [-23.6391, -0.7604, -1.2354], [-24.8036, -0.8194, -2.5039], [-23.5851, -3.0605, -1.2250], [-19.5018, 2.2762, -5.7606], [-18.2540, 1.7693, -6.3636], [-18.2716, 1.4074, -7.7537], [-19.3311, 2.6917, -4.7663], [-20.2029, 1.4528, -5.7038], [-20.0273, 3.0392, -6.2324], [-17.8407, 0.9166, -5.8379], [-17.5509, 2.5573, -6.3459], [-18.6833, 0.5825, -7.8364], [-14.6445, -3.9149, -5.1348], [-15.7804, -4.1223, -4.1162], [-15.3242, -3.7287, -2.8401], [-14.1883, -2.9748, -4.8742], [-15.0546, -3.8554, -6.1198], [-13.9158, -4.7591, -5.1005], [-16.0906, -5.1463, -3.9755], [-16.6511, -3.5354, -4.4094], [-15.3599, -2.6975, -2.8066], [-20.1593, 0.1325, -1.1330], [-18.8491, -0.6114, -0.9332], [-18.0449, -0.7324, -2.0381], [-20.6480, 0.0803, -0.1274], [-20.7429, -0.2841, -1.9643], [-19.9884, 1.1906, -1.4534], [-19.1966, -1.6327, -0.5422], [-18.2535, -0.1291, -0.1421], [-18.3763, -1.1957, -2.7741], [-17.5842, -3.8681, 0.1716], [-16.6532, -5.0182, 0.4734], [-16.0575, -5.6506, -0.6574], [-17.0594, -3.2271, -0.5894], [-17.7741, -3.3623, 1.0730], [-18.4379, -4.3607, -0.3427], [-17.2497, -5.7799, 1.0354], [-15.8605, -4.6767, 1.1578], [-15.8145, -4.9594, -1.3340], [-20.3294, -3.3711, -2.7566], [-19.4826, -3.3873, -3.9943], [-18.9286, -2.0245, -4.0271], [-20.9138, -2.4463, -2.7950], [-19.5979, -3.3182, -1.8948], [-20.9608, -4.2230, -2.7089], [-20.0333, -3.5787, -4.9488], [-18.6780, -4.1491, -3.8566], [-18.6057, -1.8207, -4.9142], [-23.8061, -5.3374, -5.6220], [-24.1811, -4.3319, -4.6099], [-23.1073, -3.4013, -4.5047], [-23.7351, -4.7780, -6.5606], [-24.5328, -6.1235, -5.6977], [-22.8004, -5.7289, -5.3241], [-24.2535, -4.7747, -3.6330], [-25.2178, -3.7913, -4.9257], [-23.2656, -2.9644, -3.6244], [-20.4244, -4.6815, -9.0500], [-19.3839, -4.6164, -7.8853], [-19.3588, -3.3160, -7.3583], [-21.3659, -4.2316, -8.6417], [-20.5587, -5.7641, -9.2822], [-20.1808, -4.1213, -9.9490], [-18.3668, -4.8407, -8.3707], [-19.6387, -5.3924, -7.1960], [-20.2904, -2.9176, -7.2217]],
  "forces_ev_per_a": [[1.31, -2.38, -0.20], [-1.00, 1.46, -0.05], [0.32, -2.12, 1.29], [-0.02, -0.55, -1.51], [-0.07, -0.14, 0.19], [-0.41, 1.03, 0.80], [-0.84, 1.20, -0.69], [0.48, 0.00, 0.25], [0.70, 0.68, -0.52], [-0.19, 0.64, -0.59], [-0.20, 0.78, 0.06], [-0.02, -0.35, 0.96], [1.33, -0.74, 1.87], [0.74, -2.23, -1.09], [0.43, -0.92, -0.57], [-1.50, 1.51, -0.48], [-0.23, 0.21, -0.44], [-0.55, -0.07, -1.13], [-0.62, 0.50, -0.15], [0.06, 1.25, 1.14], [-0.42, 1.55, 1.76], [0.13, -0.02, -0.48], [0.42, -0.43, -0.65], [0.67, -0.41, 0.03], [1.16, -1.38, -0.08], [-1.80, -0.25, 0.49], [-1.35, 0.17, -0.86], [0.90, -0.37, -0.42], [-0.06, 0.36, -0.43], [-0.92, 1.05, -0.31], [0.91, -0.49, 0.49], [0.45, -0.35, 0.12], [0.90, 0.39, 0.59], [-0.29, -0.18, -0.04], [0.04, 0.02, 0.58], [-0.07, 0.93, -0.01], [0.71, 1.59, -1.14], [2.22, -0.18, 0.60], [-0.51, 0.32, 0.74], [-0.88, -1.10, 1.32], [0.20, 0.18, 0.06], [0.63, -0.39, -0.22], [-1.71, -0.74, -0.04], [-0.50, 0.24, -0.67], [-0.06, 0.15, -0.61], [-0.53, 0.93, -3.30], [-0.50, 0.52, 2.19], [-0.78, -0.84, -1.02], [-0.44, 0.11, 0.25], [0.53, 0.26, 1.11], [0.46, -1.68, 0.64], [0.72, 0.12, -0.52], [-0.67, -0.01, -0.32], [1.40, 0.45, 1.10], [0.84, -0.04, 0.18], [0.65, -0.40, 0.52], [-0.13, 0.51, -0.34], [-1.42, 0.55, 0.26], [0.52, 0.17, -0.62], [-0.41, -0.25, -0.26], [0.37, -0.14, -0.32], [-0.17, 0.10, 0.41], [-0.09, -0.69, 0.11], [-0.87, 1.12, 0.18], [-0.02, 0.35, -1.19], [-0.12, 0.34, -0.41], [0.54, -1.45, -0.12], [0.41, 0.51, -0.28], [-0.18, -0.04, -0.16], [0.30, 0.08, 0.51], [-0.01, -0.68, 0.93], [-0.06, -0.21, 0.42], [-0.73, -1.39, 1.29], [0.88, -0.17, -1.15], [0.28, 2.00, 0.30], [0.22, -0.45, 0.22], [-0.40, -0.24, 0.44], [-0.46, 1.46, -1.58], [-0.06, -0.06, 0.61], [1.14, 0.78, 0.18], [-1.03, -1.92, -0.23], [-0.35, -1.38, 0.74], [0.51, 0.45, -0.35], [-0.23, 2.72, 1.00], [0.44, 0.31, -0.07], [-0.20, 0.05, -0.79], [-0.35, 0.80, 0.08], [-0.03, -0.47, -0.37], [-0.05, 0.04, -0.08], [0.33, -2.35, -0.01], [0.31, 1.10, -0.02], [-1.30, -1.37, 1.15], [2.41, 1.85, 1.57], [-0.17, 0.26, -1.05], [-0.11, -0.30, 0.54], [-0.07, -0.60, 0.58], [0.82, 0.99, -0.30], [-0.20, -0.19, -0.20], [-1.44, -1.46, -1.77], [0.98, -1.28, -2.92], [0.39, -0.59, 0.94], [-0.44, 0.71, -0.61], [-0.68, -0.14, 0.80], [-0.74, 0.84, 0.94], [0.00, 0.92, 0.50], [0.65, 0.24, -0.48], [-0.03, -0.10, -0.11], [-0.21, -0.57, 0.74], [1.18, 0.93, 0.52], [0.59, 0.43, -0.45], [-0.42, -1.10, -0.74], [-0.17, -0.25, 0.24], [-1.14, -0.19, -0.70], [-0.53, -0.79, 0.34], [0.33, 0.15, 0.86], [-0.45, 0.64, -0.39], [0.43, -0.16, -0.22], [1.24, 0.17, -0.44], [-1.81, 1.45, -0.10], [-0.62, 0.67, 0.84], [0.22, -0.60, -0.17], [-0.29, -0.45, -0.10], [-0.79, 0.06, -0.52], [-0.70, -0.25, 0.48], [2.19, -1.11, 0.93], [0.29, -0.12, -0.69], [-0.51, -0.61, 1.30], [0.38, 0.44, -3.39], [-1.29, 1.20, 0.64], [0.51, -0.70, -0.42], [-0.22, 0.82, -0.12], [0.42, -0.01, 0.04], [-1.18, 0.38, 1.15], [-0.02, -0.32, 0.92], [1.41, -1.24, -0.27]],
  "mulliken_charge": [-1.286, 0.217, -0.861, -0.469, 0.377, 0.329, 0.329, 0.391, 0.239, 0.056, 0.455, 0.232, -1.149, 0.528, -1.126, 0.172, 0.387, 0.368, 0.044, 0.530, 0.254, 0.423, 0.115, -0.191, -1.340, 0.682, -1.089, -0.503, 0.484, 0.091, 0.387, 0.174, 0.019, 0.430, 0.335, 0.453, -0.800, -0.160, -0.318, 0.445, 0.417, -0.224, -0.034, 0.488, 0.210, -1.655, 0.789, 0.314, 0.387, 0.304, 0.364, 0.164, -0.383, 0.130, -1.356, 0.373, -0.380, 0.343, 0.373, 0.308, 0.289, -0.102, 0.111, -1.096, -0.118, -0.408, 0.344, 0.162, 0.324, 0.113, 0.348, 0.176, -1.303, 0.562, -0.584, 0.316, 0.200, 0.402, -0.298, 0.324, 0.309, -0.970, 1.126, -0.565, 0.146, 0.165, 0.351, 0.085, -0.541, 0.238, -1.001, 0.219, -0.038, 0.345, 0.022, 0.392, -0.400, 0.462, 0.421, -0.252, -0.696, -0.549, -0.007, 0.482, -0.011, 0.372, 0.338, 0.356, 0.143, 1.510, -0.174, 0.066, -1.371, 0.685, -0.722, -0.263, -0.294, -0.709, 0.037, -0.533, 0.061, 0.466, -0.060, 0.093, 0.195, 0.107, -0.976, 0.042, -0.400, -0.010, 0.414, 0.301, 0.268, 0.034, -0.062],
  "spin_multiplicity": 1,
  "e_above_lowest_ev": 2.167,
  "e_tot_ha": -2288.301931
}

***

Entry 2:
{
  "formula": "C24H26N4S2SiY",
  "method": "the ωB97M-V functional and the def2-TZVPD basis",
  "species": ["C", "C", "C", "H", "C", "C", "H", "H", "H", "H", "Y", "C", "H", "H", "H", "Si", "C", "C", "H", "C", "H", "C", "H", "C", "H", "C", "H", "C", "C", "H", "C", "H", "C", "H", "C", "H", "C", "H", "H", "H", "N", "C", "N", "C", "C", "S", "C", "C", "S", "C", "N", "N", "H", "H", "H", "H", "H", "H"],
  "positions_angstrom": [[-0.1707, 0.9527, 2.6291], [0.9314, 1.3317, 1.7891], [0.7579, 2.7340, 1.4723], [1.7858, 0.6908, 1.5157], [-0.4621, 3.1778, 2.0926], [-1.0465, 2.0592, 2.7643], [-1.9510, 2.0911, 3.3599], [-0.2823, 0.0433, 3.1985], [1.5046, 3.3469, 0.9394], [-0.8153, 4.2140, 2.1352], [-1.0970, 1.4289, 0.3161], [-0.9201, 0.1967, -1.5632], [-0.8160, 1.2932, -1.7924], [-1.8832, -0.2798, -1.3063], [-0.3127, -0.4267, -2.2192], [1.6102, -1.6992, -0.5044], [1.3712, -3.3277, -1.3537], [2.2827, -4.1853, -0.7006], [2.8931, -3.7468, 0.0999], [2.4348, -5.4837, -1.1274], [3.1494, -6.1111, -0.6213], [1.6856, -5.9185, -2.2113], [1.8380, -6.8965, -2.6217], [0.7390, -5.1139, -2.8133], [0.1492, -5.4907, -3.6467], [0.5274, -3.7872, -2.3684], [-0.1897, -3.0777, -2.8135], [2.7692, -0.4927, -1.4303], [4.0635, -1.0389, -1.3818], [4.1232, -2.1272, -1.2544], [5.1678, -0.1867, -1.2622], [6.1368, -0.6047, -1.0509], [5.0054, 1.1844, -1.3682], [5.8782, 1.8019, -1.1915], [3.7431, 1.7177, -1.5944], [3.7739, 2.8032, -1.6017], [2.5969, 0.9060, -1.6848], [1.6453, 1.4011, -1.9422], [0.2139, -1.1479, 0.0714], [2.5328, -1.9081, 0.5678], [-1.7667, 4.8977, 0.0445], [-2.9160, 4.2375, 0.3664], [-2.9835, 2.9114, 0.2888], [-4.1266, 2.4081, 0.9191], [-4.9545, 3.4027, 1.4149], [-4.3056, 4.9853, 1.1456], [-4.1210, 0.9983, 1.1847], [-5.0748, 0.2940, 1.8748], [-4.5967, -1.3392, 2.1777], [-3.0337, -0.9901, 1.4998], [-2.9302, 0.2537, 1.0218], [-2.1213, -1.9795, 1.5505], [-1.7670, 5.9097, 0.1469], [-1.1557, 4.4362, -0.6346], [-5.8236, 3.2151, 2.0229], [-6.0057, 0.7498, 2.1704], [-2.5302, -2.8132, 1.9476], [-1.1509, -1.9012, 1.3327]],
  "forces_ev_per_a": [[0.58, 0.66, -0.21], [-0.08, 0.59, 0.80], [-0.02, -0.48, 0.58], [-0.57, 0.53, 0.14], [0.81, -0.37, 0.51], [1.08, 0.82, 0.36], [0.09, -0.05, -0.08], [-0.02, -0.30, -0.34], [-0.63, -0.39, 0.26], [0.15, -0.75, -0.13], [-0.26, -0.28, -0.50], [1.15, -0.16, 0.20], [-0.81, -0.66, -1.20], [-0.10, 0.78, -0.64], [-0.30, 0.37, -0.15], [-1.75, 1.28, -0.91], [0.19, 0.10, 1.04], [-0.13, 0.25, -0.43], [-0.21, -0.75, -0.31], [0.09, 0.00, -0.01], [0.09, -0.31, -0.11], [0.02, -0.11, 0.03], [0.06, -0.45, 0.01], [-0.83, 1.30, -0.13], [0.15, 0.00, 0.16], [0.79, -0.30, 0.04], [0.31, -0.72, 0.04], [-0.96, 0.94, -0.44], [-0.31, 0.76, 0.70], [0.43, 0.47, 0.02], [-0.37, -0.71, -0.55], [0.26, -0.09, -0.13], [-0.04, -0.71, 0.47], [-0.21, 0.21, -0.16], [0.29, 0.11, -0.06], [-0.80, 0.00, -0.41], [1.06, -0.22, 0.44], [0.33, -0.63, 0.51], [1.67, -0.61, -0.33], [0.11, -0.26, 1.11], [-0.87, 0.19, -0.50], [-0.11, -0.79, 0.46], [-0.18, 1.19, 0.15], [0.02, 2.62, 0.09], [0.81, -1.53, -0.35], [0.64, -0.89, -0.56], [-0.46, -2.59, 1.79], [0.36, 0.94, -1.03], [-0.13, 0.76, -0.02], [-0.50, 1.13, -0.24], [-0.46, -1.14, 0.27], [-1.42, 0.27, 0.19], [0.28, -0.47, -0.43], [-0.34, 0.80, 0.38], [-0.11, 0.31, -0.06], [-0.21, -0.51, 0.08], [0.90, -0.24, -0.11], [0.46, 0.06, -0.29]],
  "nbo_charge": [-0.366, -0.388, -0.417, 0.267, -0.306, -0.392, 0.247, 0.249, 0.259, 0.240, 1.905, -1.223, 0.127, 0.231, 0.239, 1.209, -0.512, -0.210, 0.219, -0.203, 0.222, -0.196, 0.222, -0.200, 0.222, -0.177, 0.218, -0.364, -0.227, 0.218, -0.195, 0.220, -0.212, 0.221, -0.208, 0.213, -0.247, 0.209, -0.218, -0.191, -0.780, 0.294, -0.634, 0.122, -0.410, 0.460, 0.106, -0.399, 0.445, 0.309, -0.663, -0.769, 0.426, 0.413, 0.257, 0.257, 0.415, 0.443],
  "spin_multiplicity": 1,
  "total_charge": 1,
  "e_above_lowest_ev": 0.611,
  "e_tot_ha": -2273.120856
}